[1]
58
Properties=species:S:1:pos:R:3:forces:R:3 method="wB97M-V/def2-TZVPD" fmax_ev_per_a=0.8 orbital_gap_ev=8.2 lumo_ev=0.40 e_tot_ev=-39457.9757 homo_ev=-7.8 smiles="C#Cc1cccc(Nc2ncnc3cc(OC)c(OCCCCCCC(=O)NO)cc23)c1" e_above_lowest_ev=4.3818
C 4.872103 2.279300 6.159626 -0.27 -0.54 -0.22
C 4.371055 1.268525 5.749481 0.34 0.71 0.27
C 3.781490 0.074994 5.265278 -0.27 -0.53 -0.22
C 4.187940 -1.162832 5.763372 0.02 -0.02 0.02
C 3.599779 -2.314530 5.275889 0.07 0.17 0.06
C 2.616580 -2.262013 4.303837 -0.04 -0.14 -0.03
C 2.205009 -1.028640 3.800991 0.35 -0.16 0.36
N 1.224196 -0.880979 2.828290 -0.29 0.63 -0.34
C 0.496637 -1.808909 2.150293 -0.24 -0.47 -0.21
N 0.683932 -3.094003 2.398127 0.31 0.64 0.27
C -0.041164 -3.973591 1.709716 -0.29 -0.21 -0.29
N -0.937766 -3.724058 0.801552 -0.14 -0.55 -0.13
C -1.167564 -2.420218 0.522777 0.39 0.61 0.42
C -2.135844 -2.108039 -0.451265 -0.19 0.28 -0.18
C -2.408994 -0.804685 -0.774586 -0.03 -0.04 -0.04
O -3.313963 -0.388181 -1.685825 0.33 0.19 0.40
C -3.957566 -1.360587 -2.478408 -0.09 -0.30 -0.21
C -1.683823 0.246987 -0.128909 0.11 0.12 0.12
O -2.002007 1.496875 -0.557046 -0.14 -0.36 0.01
C -1.067206 2.541491 -0.392904 0.17 0.55 0.11
C -1.314481 3.600233 -1.468473 0.22 -0.38 0.06
C -0.871843 3.154341 -2.864863 -0.34 -0.02 0.08
C -1.836712 2.147204 -3.489690 0.25 -0.01 -0.22
C -1.363757 1.565376 -4.821146 -0.02 0.01 0.21
C -0.060081 0.762816 -4.716940 -0.28 -0.05 -0.13
C -0.152294 -0.322590 -3.669562 0.51 0.43 0.02
O -0.955669 -1.237273 -3.665856 -0.32 -0.28 -0.09
N 0.731744 -0.192717 -2.655858 -0.01 -0.45 0.58
O 0.822673 -1.227093 -1.713350 0.06 0.23 -0.33
C -0.746272 -0.045498 0.826230 -0.20 0.27 -0.14
C -0.464410 -1.380374 1.178426 -0.25 -0.57 -0.19
C 2.793612 0.136653 4.288843 0.01 -0.11 0.02
H 5.311647 3.160633 6.520975 0.24 0.48 0.20
H 4.954889 -1.207331 6.521749 0.04 0.02 0.04
H 3.910618 -3.275482 5.658467 0.01 -0.08 0.02
H 2.159859 -3.158994 3.923513 0.07 0.03 0.07
H 1.037395 0.079038 2.577842 0.04 -0.23 0.06
H 0.148192 -5.014134 1.943735 0.00 -0.09 0.00
H -2.635422 -2.934914 -0.926585 -0.09 -0.07 -0.08
H -4.549196 -2.048543 -1.867466 0.01 0.04 0.00
H -4.617901 -0.804208 -3.141261 0.02 -0.07 0.03
H -3.227171 -1.918195 -3.070581 -0.04 0.03 0.05
H -0.043837 2.152064 -0.482548 -0.08 -0.02 0.02
H -1.183872 2.992207 0.604152 0.06 -0.13 -0.09
H -0.762898 4.498227 -1.182558 -0.05 0.03 0.07
H -2.378347 3.838271 -1.478248 -0.07 0.13 0.05
H 0.128363 2.723613 -2.787147 0.12 0.03 -0.02
H -0.803655 4.032915 -3.511840 0.10 0.00 -0.05
H -2.018889 1.332019 -2.793588 -0.10 0.02 -0.03
H -2.794759 2.644968 -3.654853 -0.09 -0.03 0.07
H -1.218431 2.365386 -5.551034 -0.03 -0.04 -0.08
H -2.144106 0.901129 -5.195662 0.02 0.02 -0.10
H 0.124197 0.272799 -5.675901 0.11 0.00 0.06
H 0.781211 1.422513 -4.503963 0.07 -0.01 -0.01
H 1.574833 0.356887 -2.679907 -0.09 -0.10 -0.13
H 0.080922 -1.821170 -1.951730 0.05 0.23 -0.12
H -0.224574 0.769513 1.305932 -0.01 0.12 -0.03
H 2.485602 1.102802 3.910458 -0.01 0.06 -0.02

[2]
61
Properties=species:S:1:pos:R:3:forces:R:3 method="wB97M-V/def2-TZVPD" fmax_ev_per_a=0.9 total_charge=+3 spin_multiplicity=6 orbital_gap_ev="7.7 / 5.7" lumo_ev="-9.58 / -11.55" e_tot_ev=-46111.5979 homo_ev="-17.3 / -17.3"
Ru -0.098559 -0.211337 1.212828 0.26 0.56 -0.50
O 0.303704 3.103117 4.186786 0.14 0.03 0.19
C 0.320867 2.046645 3.441168 -0.03 0.00 -0.15
O -0.259815 1.923787 2.367824 -0.07 -0.33 -0.20
C 1.112402 0.908595 3.994675 0.01 0.04 0.12
C 1.945600 0.987214 5.098589 -0.05 -0.01 0.01
C 2.589984 -0.172242 5.511375 -0.01 -0.01 0.01
C 2.335774 -1.364441 4.843841 -0.11 -0.08 -0.06
C 1.486073 -1.345696 3.748197 0.16 0.02 0.15
N 0.918394 -0.218779 3.315157 -0.07 -0.18 -0.36
C 1.139802 -2.530546 2.893890 0.10 0.13 0.23
O 1.171533 -3.732637 3.373478 0.07 -0.24 -0.19
O 0.802667 -2.341882 1.731788 -0.23 0.31 -0.27
H -0.237600 3.828699 3.830543 -0.04 0.01 -0.13
H 2.083644 1.929542 5.611194 0.00 -0.01 0.01
H 3.275868 -0.158054 6.348389 -0.03 0.04 0.02
H 2.816026 -2.280590 5.164761 0.02 0.02 0.01
H 1.404255 -3.821039 4.310150 0.00 0.09 0.04
O 3.743207 2.061147 -4.262451 -0.19 0.05 0.08
C 4.257311 1.026440 -3.474242 0.36 -0.06 -0.09
C 3.246065 0.662979 -2.437369 -0.18 0.04 0.04
C 3.437112 -0.411446 -1.569394 -0.07 0.04 0.02
C 2.472485 -0.682832 -0.624927 0.26 -0.13 -0.05
N 1.349060 0.041911 -0.521757 -0.41 -0.11 0.79
C 1.132240 1.071988 -1.366534 0.18 0.00 -0.17
C 2.070953 1.405298 -2.322312 -0.09 -0.02 0.02
C -0.163980 1.763916 -1.221981 -0.18 0.13 -0.03
C -0.569923 2.835492 -1.994421 0.05 -0.06 0.00
C -1.825233 3.402681 -1.777773 0.08 -0.05 0.04
C -2.269460 4.568994 -2.601164 -0.34 0.12 -0.13
O -1.177149 5.039221 -3.336840 0.19 -0.08 0.01
C -2.651956 2.850375 -0.800287 0.10 -0.09 -0.02
C -2.186513 1.776560 -0.070597 -0.18 0.17 -0.13
N -0.972723 1.259617 -0.277929 0.17 -0.38 0.53
H 4.363822 2.299736 -4.955908 0.11 0.01 -0.08
H 5.181648 1.321993 -2.956575 -0.05 -0.01 0.01
H 4.505266 0.135397 -4.065101 -0.08 -0.02 0.04
H 4.321774 -1.031615 -1.629759 -0.01 -0.01 0.02
H 2.584055 -1.511073 0.063858 -0.02 0.02 -0.02
H 1.912602 2.229642 -3.002511 -0.02 -0.03 0.01
H 0.055340 3.251723 -2.771058 0.02 0.00 0.06
H -2.699311 5.338691 -1.948629 0.08 -0.04 0.07
H -3.089067 4.224409 -3.249324 0.05 0.00 0.01
H -1.430166 5.786419 -3.886329 -0.08 0.06 -0.04
H -3.639351 3.250148 -0.611205 -0.01 -0.02 0.02
H -2.795042 1.306021 0.692814 0.00 0.06 0.01
C -2.137693 -4.667795 -0.377740 0.06 0.08 0.10
C -2.768119 -3.323983 -0.795648 -0.02 -0.33 -0.55
C -2.324994 -2.917098 -2.225340 -0.01 0.01 0.09
C -4.302223 -3.394226 -0.706946 -0.01 0.16 0.15
C -2.239626 -2.285281 0.060866 -0.15 0.24 0.48
N -1.802613 -1.447710 0.726018 0.23 -0.04 -0.06
H -2.424109 -5.416451 -1.114549 0.00 0.01 -0.01
H -2.509083 -4.987053 0.595126 0.00 0.00 0.00
H -1.049214 -4.612703 -0.340487 -0.01 -0.02 -0.06
H -2.621061 -3.710109 -2.910031 0.00 0.00 0.00
H -1.243196 -2.787339 -2.285764 -0.02 -0.07 -0.04
H -2.813881 -1.993052 -2.534420 0.00 -0.02 -0.01
H -4.640038 -4.153102 -1.410920 0.02 -0.01 -0.01
H -4.766755 -2.445998 -0.975424 0.00 -0.01 -0.02
H -4.631056 -3.682285 0.290308 0.00 0.00 0.00

[3]
56
Properties=species:S:1:pos:R:3:forces:R:3 method="wB97M-V/def2-TZVPD" fmax_ev_per_a=5.4 total_charge=+1 spin_multiplicity=2 orbital_gap_ev="6.4 / 6.3" lumo_ev="-3.38 / -3.40" e_tot_ev=-62253.9890 homo_ev="-9.8 / -9.7" e_above_lowest_ev=1.4628
C 0.088914 2.158406 3.057882 0.07 0.98 -0.88
C 0.325201 2.588738 1.696787 -0.41 0.54 0.72
C -0.976339 2.642382 1.049409 0.71 0.66 0.09
H 1.312994 2.808237 1.248536 -0.99 -0.06 0.35
C -1.952575 2.248068 2.007877 0.41 0.45 -0.72
C -1.307282 1.942546 3.211068 0.79 -0.02 0.73
H -1.789768 1.650134 4.139205 0.08 -0.04 -0.25
H 0.846329 2.053860 3.839422 -0.37 -0.05 -0.42
H -1.159733 2.961102 0.008604 0.16 -0.33 0.83
H -3.026048 2.246282 1.885710 0.07 -0.19 -0.26
Ti -0.429448 0.508082 1.517158 -0.71 0.09 -1.17
C 2.823533 -1.270311 -0.212586 -2.34 1.15 4.77
H 3.438958 -0.369318 -0.311699 -1.51 0.45 -0.72
H 3.171062 -1.992660 -0.810257 1.58 -3.03 -1.68
H 2.856579 -1.390390 0.889848 1.28 -0.99 -0.20
Si 0.682015 0.131481 -0.995528 -2.10 2.61 -1.51
C 1.797195 -0.191904 -2.520715 -0.16 0.16 -0.45
C 2.415646 0.947843 -3.090704 -0.42 -0.63 0.67
H 2.215076 1.935494 -2.649343 0.33 -0.39 -0.23
C 3.263618 0.796776 -4.179688 0.71 0.59 -0.39
H 3.842867 1.672739 -4.533106 -0.57 -0.60 0.10
C 3.487358 -0.454902 -4.758288 0.36 -0.37 0.31
H 4.277820 -0.606032 -5.520945 -0.78 0.26 0.46
C 2.797276 -1.563955 -4.251772 0.44 0.31 -0.21
H 3.031418 -2.554247 -4.627342 -0.27 0.08 -0.19
C 1.923041 -1.416835 -3.183199 0.20 0.18 0.36
H 1.361321 -2.277107 -2.823595 0.21 -0.02 -0.01
C -0.922282 0.582110 -2.196851 -0.09 -0.68 1.60
C -0.894982 0.636312 -3.588332 -0.08 0.80 -0.18
H -0.111487 0.168862 -4.138373 0.70 -0.13 -0.16
C -1.826527 1.352259 -4.338185 -0.21 -0.23 0.10
H -1.688546 1.456282 -5.406203 -0.04 -0.16 -0.05
C -2.912589 1.952362 -3.722767 -0.15 0.44 0.57
H -3.636727 2.554118 -4.300896 0.49 -0.42 0.44
C -3.057817 1.786925 -2.336004 -0.04 -0.38 0.43
H -3.909255 2.261815 -1.815449 0.42 -0.47 -0.36
C -2.125453 1.019544 -1.587826 -0.61 0.87 -0.73
H -2.404184 0.799112 -0.533676 0.54 0.28 -0.72
H -0.663562 -0.203614 0.003008 -0.21 -1.87 -0.64
H 1.671240 -1.500869 -0.069487 1.47 1.37 -1.35
N 0.585366 -2.100332 4.437670 0.34 0.62 0.04
C 1.825813 -1.466538 4.569634 -0.01 -1.07 0.87
C 1.902582 -0.527195 3.606777 -0.94 -0.07 -0.75
N 0.710117 -0.535030 2.906536 -0.84 -1.57 0.45
C -0.086375 -1.491648 3.438676 1.21 0.65 0.03
C -1.462832 -1.744525 3.018208 -1.63 0.77 -1.58
N -2.094913 -0.987557 2.081805 0.86 -0.88 1.14
C -3.363929 -1.548816 1.900092 0.87 1.05 -0.14
C -3.505073 -2.618992 2.721151 0.25 -0.46 0.54
N -2.311885 -2.717857 3.414871 0.61 -0.87 0.64
H 0.197379 -2.800488 5.049181 0.26 0.02 0.10
H 2.526144 -1.767370 5.346871 -0.27 0.09 -0.38
H 2.687343 0.143757 3.291791 0.01 -0.10 0.32
H -4.084062 -1.098970 1.215236 0.39 -0.27 0.28
H -4.316261 -3.327675 2.908911 0.42 0.48 -0.20
H -2.044282 -3.480486 4.040875 -0.47 0.41 -0.39

[4]
60
Properties=species:S:1:pos:R:3:forces:R:3 method="wB97M-V/def2-TZVPD" fmax_ev_per_a=0.6 total_charge=+3 spin_multiplicity=6 orbital_gap_ev="5.4 / 6.2" lumo_ev="-10.91 / -10.03" e_tot_ev=-65946.5789 homo_ev="-16.3 / -16.3" e_above_lowest_ev=0.0411
Sm 0.528890 1.824812 0.517496 -0.17 0.29 0.46
C -1.785402 1.820397 3.023506 0.02 0.26 -0.13
C -2.047387 3.222347 2.472204 0.01 -0.34 0.03
N -0.961216 3.674677 1.555387 0.02 0.02 -0.14
C -1.475690 4.484741 0.414719 -0.10 -0.07 -0.07
C -2.420504 3.737195 -0.528435 0.14 -0.20 -0.05
S -1.987232 1.990569 -0.906700 -0.07 0.02 0.36
C -3.096900 1.048368 0.217972 0.12 0.01 -0.09
C -2.374174 0.165041 1.223348 -0.12 0.13 -0.15
N -1.307935 0.845050 2.003828 -0.01 -0.04 -0.18
H -2.693998 1.453906 3.507240 0.03 -0.02 0.08
H -1.008823 1.884392 3.788712 -0.01 -0.06 0.02
H -2.141460 3.901663 3.319491 -0.04 0.07 -0.04
H -2.995184 3.260369 1.941961 0.03 0.01 -0.03
H -0.381119 4.320050 2.088865 0.04 0.01 0.05
H -0.608984 4.851162 -0.143712 0.00 0.05 0.01
H -2.020107 5.360349 0.778234 0.12 0.09 -0.01
H -2.434554 4.244790 -1.491737 -0.04 0.06 0.02
H -3.447774 3.720732 -0.170917 -0.01 0.01 0.00
H -3.701917 0.416215 -0.429791 -0.08 0.01 0.05
H -3.762871 1.760438 0.698342 -0.03 0.00 -0.04
H -1.901966 -0.668323 0.697545 0.00 -0.03 0.03
H -3.134029 -0.252000 1.890901 0.06 -0.07 0.03
H -0.885457 0.096373 2.547269 0.13 0.00 -0.02
C 1.380001 2.802598 -4.135343 -0.01 -0.09 -0.05
C 1.291506 2.950538 -2.756666 -0.07 0.10 0.20
N 1.135806 1.901977 -1.944017 0.02 -0.36 -0.05
C 1.079706 0.676316 -2.516935 0.02 0.20 -0.21
C 1.140848 0.559511 -3.904631 -0.01 -0.05 0.18
N 1.285424 1.608305 -4.697995 0.01 0.10 -0.11
C 1.047872 -0.507334 -1.624809 -0.03 -0.19 0.08
C 0.898806 -1.799475 -2.086235 -0.03 0.07 0.01
C 0.998920 -2.888208 -1.206648 0.08 0.05 -0.01
C 1.354313 -2.589999 0.118977 -0.01 0.10 0.08
C 1.467283 -1.279659 0.533536 -0.09 -0.14 -0.19
N 1.250416 -0.247994 -0.312780 0.09 -0.03 -0.07
C 1.892916 -0.894610 1.899093 0.03 0.04 0.33
C 2.500051 -1.792199 2.777335 -0.06 0.09 -0.15
N 2.979037 -1.413919 3.951191 0.04 0.01 0.15
C 2.853164 -0.141795 4.297333 0.03 -0.12 -0.04
C 2.205698 0.760875 3.463669 -0.18 0.19 -0.07
N 1.726182 0.397333 2.269105 0.14 -0.29 -0.31
C 0.777056 -4.270137 -1.655984 -0.03 -0.19 -0.02
C 0.605699 -5.308088 -0.735260 -0.03 0.02 0.05
C 0.374916 -6.595156 -1.201673 0.05 0.25 0.01
N 0.305377 -6.880862 -2.492797 -0.06 -0.42 -0.12
C 0.471486 -5.912929 -3.381049 0.04 0.20 0.14
C 0.710208 -4.595322 -3.012759 0.04 0.02 -0.08
H 1.527050 3.653172 -4.789600 -0.01 0.03 0.05
H 1.350919 3.934442 -2.306232 0.02 0.01 0.00
H 1.087477 -0.402546 -4.397808 0.02 0.01 0.03
H 0.700625 -1.978824 -3.130522 -0.04 0.02 0.01
H 1.545841 -3.388783 0.817093 -0.02 -0.03 -0.01
H 2.625311 -2.838986 2.530614 0.02 0.03 -0.06
H 3.276642 0.159242 5.247684 -0.06 0.06 0.00
H 2.062906 1.790985 3.768572 0.07 0.02 0.01
H 0.618656 -5.146809 0.333883 0.00 0.02 0.00
H 0.240725 -7.419776 -0.511796 -0.01 0.02 0.00
H 0.412396 -6.197720 -4.424636 0.02 0.03 0.00
H 0.864553 -3.867476 -3.797638 0.00 0.00 0.03